Record 1
The following is a DFT calculation (ωB97M-V with the def2-TZVPD basis set) of a single C21H25N3O4 molecule.

## Properties
- SMILES string: CCN(CC)C(=O)COc1ccc(/C(C)=N/NC(=O)c2ccccc2O)cc1
- LUMO: 0.28 eV
- Orbital gap: 0.3135 Eh

Element x y z (Å)
C (-3.59793, -0.97589, -2.77818)
C (-4.96896, -1.10520, -2.12112)
N (-4.87286, -0.94616, -0.67867)
C (-4.63692, -2.14813, 0.09536)
C (-5.94186, -2.87703, 0.41700)
C (-5.07545, 0.28138, -0.16805)
O (-5.41022, 1.23395, -0.85100)
C (-4.85167, 0.46942, 1.34111)
O (-3.58891, 0.03425, 1.80135)
C (-2.46305, 0.63252, 1.31683)
C (-1.25601, 0.07747, 1.74962)
C (-0.05727, 0.59610, 1.32225)
C (-0.01934, 1.69373, 0.45635)
C (1.26929, 2.21296, -0.00449)
C (1.38759, 3.65798, -0.41153)
N (2.22571, 1.36453, -0.02961)
N (3.45822, 1.69004, -0.44365)
C (4.54858, 0.87125, -0.49388)
O (5.61668, 1.41838, -0.79229)
C (4.45205, -0.56373, -0.19952)
C (3.23916, -1.25584, -0.12504)
C (3.20385, -2.59977, 0.17454)
C (4.38607, -3.29118, 0.40954)
C (5.59530, -2.64064, 0.32046)
C (5.65481, -1.28168, -0.00048)
O (6.86280, -0.71985, -0.09713)
C (-1.22804, 2.24092, 0.03412)
C (-2.43928, 1.71934, 0.45056)
H (-2.91024, -1.72833, -2.39760)
H (-3.68862, -1.09918, -3.85376)
H (-3.18212, 0.00715, -2.57216)
H (-5.63077, -0.32180, -2.49649)
H (-5.40909, -2.08031, -2.33903)
H (-4.11449, -1.90134, 1.01849)
H (-3.98648, -2.80102, -0.49261)
H (-6.46305, -3.16147, -0.49400)
H (-5.72928, -3.77642, 0.98848)
H (-6.60210, -2.24101, 1.00156)
H (-5.00712, 1.53231, 1.56177)
H (-5.58165, -0.11532, 1.90749)
H (-1.28999, -0.76244, 2.42585)
H (0.87312, 0.16603, 1.65718)
H (2.30608, 4.09144, -0.01387)
H (1.40966, 3.74967, -1.49835)
H (0.55160, 4.23297, -0.02699)
H (3.68117, 2.65549, -0.69718)
H (2.32132, -0.72331, -0.30838)
H (2.25586, -3.11341, 0.22498)
H (4.35995, -4.34336, 0.65201)
H (6.52757, -3.15875, 0.48154)
H (6.73648, 0.21642, -0.39064)
H (-1.23976, 3.06954, -0.65754)
H (-3.35043, 2.16212, 0.08302)

Cartesian forces, eV/Å:
-0.2325 -0.0280 0.0992
0.0828 0.2189 -0.2799
0.0581 -0.1146 -0.2037
-0.2325 -0.2516 0.3284
0.2655 0.0476 -0.0954
0.0942 0.0118 0.3545
-0.0987 0.3434 -0.0768
-0.1509 0.2232 -0.0489
0.1619 -0.0078 0.1504
0.3083 0.0488 -0.0786
-0.2549 -0.0321 -0.0252
-0.0874 0.1345 -0.0718
-0.5248 -0.1623 0.1705
0.6627 0.2031 -0.2419
0.1565 -0.2201 -0.0187
-0.5647 -0.3626 0.2806
0.1055 1.3289 -0.3602
0.0940 0.0420 0.0144
0.0119 -0.0912 0.0388
0.1920 -0.1709 0.0526
-0.0773 -0.2497 -0.0361
-0.1739 -0.0412 -0.0232
0.0835 0.1413 -0.0168
0.1419 0.0695 -0.0178
-0.2765 0.0470 -0.0082
0.1544 0.1564 -0.0165
0.4299 -0.1146 0.1018
-0.4201 -0.1324 0.1369
0.0923 -0.0707 0.0074
0.0529 -0.0226 -0.1418
0.0504 0.0938 0.0072
0.0171 -0.2094 0.0207
-0.0423 0.0326 0.0420
0.0325 -0.0667 -0.1682
0.0434 0.0742 0.0727
-0.0838 -0.0435 -0.0659
-0.0425 -0.1330 0.0694
-0.0748 0.0491 0.0743
0.0079 -0.1755 -0.1076
0.0647 0.0711 -0.0543
0.0043 -0.0961 0.0923
0.0863 -0.0568 0.0659
0.0233 0.0744 -0.0081
0.0121 0.0780 -0.0619
0.0039 0.0518 -0.0079
-0.0229 -0.3256 0.0638
0.0503 -0.1176 0.0170
-0.0851 -0.0310 -0.0089
0.0171 -0.0871 0.0230
0.1038 -0.0500 0.0166
-0.0860 -0.2093 0.0237
0.0053 0.1140 -0.0465
-0.1390 0.0183 -0.0332

Löwdin population analysis, charges in e, atoms 1 to 4: -0.062 -0.197 -0.062 -0.199

***

Record 2
The following is a DFT calculation (ωB97M-V with the def2-TZVPD basis set) of 2 unconnected molecules or ions with the total composition C21H25N3O4.

## Properties
- SMILES string: CNC(=O)[C@H](Cc1c[nH]c2ccccc12)NC(C)=O.Cc1cc(O)ccc1O
- LUMO: 0.52 eV
- Orbital gap: 0.3125 Eh

Element x y z (Å)
C (5.87060, -2.86511, -0.09213)
N (5.35981, -3.37405, 1.18069)
C (4.10208, -3.37575, 1.64052)
O (3.90876, -3.79011, 2.77655)
C (2.92415, -2.86689, 0.76895)
C (1.54164, -3.10884, 1.40452)
C (0.37060, -2.72867, 0.54214)
C (-0.37639, -3.60205, -0.17027)
N (-1.32400, -2.91644, -0.90443)
C (-1.23378, -1.55634, -0.70182)
C (-1.94572, -0.46516, -1.22084)
C (-1.60209, 0.83259, -0.80644)
C (-0.56556, 1.01972, 0.12563)
C (0.14592, -0.08464, 0.63732)
C (-0.16476, -1.40235, 0.23320)
N (2.90940, -3.35456, -0.62281)
C (3.00504, -4.62855, -1.00456)
C (2.83155, -4.89475, -2.48159)
O (3.21500, -5.55932, -0.24192)
H (6.93978, -2.66718, -0.00283)
H (5.36434, -1.93882, -0.36841)
H (5.71896, -3.61207, -0.87349)
H (6.02336, -3.78634, 1.81900)
H (3.05487, -1.78720, 0.72104)
H (1.45384, -4.16821, 1.65247)
H (1.48161, -2.55215, 2.34046)
H (-0.22663, -4.67639, -0.16900)
H (-2.00016, -3.36959, -1.50174)
H (-2.74325, -0.62115, -1.93109)
H (-2.12812, 1.68790, -1.20720)
H (-0.30801, 2.02157, 0.44346)
H (0.94012, 0.07169, 1.35187)
H (2.68616, -2.68132, -1.33620)
H (2.97180, -5.95933, -2.66476)
H (1.82682, -4.60510, -2.78278)
H (3.56967, -4.32665, -3.04390)
C (-3.53472, 6.96681, 2.06665)
C (-3.66410, 5.93872, 0.97059)
C (-3.72573, 6.34188, -0.37369)
C (-3.85441, 5.39675, -1.39628)
O (-3.91628, 5.77948, -2.70636)
C (-3.92583, 4.04252, -1.07809)
C (-3.86311, 3.62758, 0.25674)
C (-3.73085, 4.56978, 1.28227)
O (-3.66890, 4.14723, 2.58342)
H (-4.43993, 6.97206, 2.68112)
H (-3.38855, 7.97005, 1.65577)
H (-2.67994, 6.72957, 2.70753)
H (-3.67287, 7.39680, -0.61924)
H (-3.91333, 6.74689, -2.77658)
H (-4.03534, 3.31782, -1.87833)
H (-3.92203, 2.56963, 0.49061)
H (-3.66151, 3.17806, 2.62422)

Cartesian forces, eV/Å:
-0.3493 -0.3821 0.2615
0.9135 0.6590 -1.0913
-0.7882 -1.0142 0.9463
-0.5523 0.3658 -0.3244
-0.2460 -0.1127 -0.5419
-0.1672 -0.0847 0.4774
0.2308 0.9034 -0.0707
0.1489 0.3085 0.0663
-0.8296 -0.6484 -0.7885
0.9071 -0.1632 0.8219
0.2806 0.3548 0.2947
0.2255 -1.1826 0.0895
0.3130 -1.0788 0.1314
-0.4564 0.1956 -0.3953
-0.0983 0.7627 -0.1698
0.5330 1.3698 0.5435
0.0680 -1.6595 -0.1053
0.0423 0.0701 0.0510
0.0146 0.3462 0.3731
-0.1428 0.0162 0.0786
0.0744 -0.0597 -0.0184
0.0687 0.1404 -0.1624
-0.1717 0.0388 0.0175
0.1205 0.2113 -0.2722
0.1154 0.0431 0.0645
0.1588 -0.1163 0.1141
-0.4216 0.1498 -0.3020
0.1440 0.1650 0.1561
-0.1052 0.0016 -0.0975
-0.0226 -0.0239 -0.0132
0.0228 -0.0286 0.0289
0.1087 0.1173 0.1107
-0.0518 0.0443 0.0689
-0.0034 0.1522 0.0674
-0.0411 0.0922 -0.1895
-0.0550 0.0703 -0.2214
0.0409 -0.1498 -0.0481
0.0130 0.0593 -0.0894
-0.0381 -0.9678 0.4025
0.0228 0.2798 0.6463
-0.0372 0.1206 -0.3211
0.0278 0.0448 0.1478
0.0148 0.8204 -0.4202
-0.0653 -0.4652 -0.8978
0.0566 0.2059 0.3466
0.1631 0.0238 0.0613
-0.0462 -0.1788 0.0178
-0.1800 0.0497 0.0304
0.0110 0.0176 0.0566
0.0193 -0.4341 0.1477
0.0042 0.0707 0.0675
0.0190 0.0351 0.0192
-0.0139 0.4445 -0.1664

Löwdin population analysis, charges in e, atoms 1 to 4: -0.066 0.033 -0.457 0.053

***

Record 3
The following is a DFT calculation (ωB97M-V with the def2-TZVPD basis set) of a single C21H25N5O2 molecule.

## Properties
- SMILES string: O=C(C[C@H]1C(=O)NCCN1C/C=C/c1ccccc1)NCCc1cnccn1
- LUMO: 0.55 eV
- Orbital gap: 0.3335 Eh

Element x y z (Å)
O (-0.42718, 2.68517, 1.95260)
C (-0.14239, 3.22632, 0.90131)
C (-0.91775, 3.00801, -0.39383)
C (-0.32036, 1.89236, -1.29639)
C (1.17300, 1.79001, -0.98752)
O (1.94859, 2.67125, -1.33313)
N (1.57974, 0.73531, -0.27373)
C (0.75539, -0.35321, 0.20222)
C (-0.72706, 0.02248, 0.12257)
N (-1.06624, 0.65936, -1.13459)
C (-0.96326, -0.22306, -2.29015)
C (-1.85014, -1.41305, -2.11757)
C (-1.45729, -2.66912, -2.31202)
C (-2.27534, -3.86730, -2.18083)
C (-1.77349, -5.08199, -2.65164)
C (-2.51365, -6.24442, -2.55450)
C (-3.77137, -6.22005, -1.97562)
C (-4.27928, -5.02411, -1.49436)
C (-3.54202, -3.86047, -1.59474)
N (0.85324, 4.13187, 0.78231)
C (1.74938, 4.44406, 1.86877)
C (3.03179, 3.59071, 1.85285)
C (2.90805, 2.30321, 2.60831)
C (2.51189, 2.25923, 3.94872)
N (2.43986, 1.12976, 4.62536)
C (2.76573, 0.01510, 3.98560)
C (3.17427, 0.04400, 2.66282)
N (3.24429, 1.18096, 1.98129)
H (-0.93550, 3.94656, -0.94683)
H (-1.93915, 2.71935, -0.14521)
H (-0.42152, 2.21437, -2.33815)
H (2.53851, 0.77262, 0.06356)
H (0.95586, -1.24994, -0.39959)
H (1.02315, -0.57440, 1.23911)
H (-0.96635, 0.72035, 0.92704)
H (-1.33836, -0.87343, 0.24290)
H (0.07119, -0.54183, -2.49985)
H (-1.31521, 0.35065, -3.15662)
H (-2.86190, -1.17341, -1.82585)
H (-0.43517, -2.85128, -2.62589)
H (-0.79231, -5.10827, -3.10519)
H (-2.10858, -7.17320, -2.92944)
H (-4.35128, -7.12760, -1.89652)
H (-5.25731, -5.00037, -1.03584)
H (-3.94936, -2.93999, -1.20573)
H (1.19610, 4.33120, -0.14838)
H (1.19181, 4.28730, 2.79449)
H (2.01530, 5.50104, 1.78429)
H (3.84120, 4.16841, 2.30640)
H (3.30395, 3.36915, 0.81852)
H (2.25818, 3.15593, 4.49697)
H (2.70130, -0.90353, 4.55136)
H (3.46704, -0.85204, 2.13036)

Cartesian forces, eV/Å:
-0.0697 -0.2357 0.3895
-0.3035 0.4551 -0.3483
0.1418 -0.0684 0.0509
-0.1479 0.1777 0.0216
-0.0729 -0.2945 -0.3888
0.1531 0.3696 -0.3013
0.2034 -0.1478 0.0685
-0.4346 -0.2526 -0.0692
0.1911 -0.1187 0.2681
-0.1209 -0.0527 -0.1858
0.0293 0.0580 -0.0832
0.2947 -0.1446 -0.1329
0.0947 0.4768 -0.0371
-0.2518 -0.4646 0.0220
-0.0117 0.2012 0.0414
-0.0647 -0.1448 0.0029
0.0139 -0.0862 -0.0258
-0.0921 0.0116 0.0253
0.1099 0.0153 -0.0417
0.1666 0.3025 0.0158
0.1376 -0.0028 0.0909
-0.1943 0.2021 0.0718
0.0785 -0.1166 0.0091
0.0641 -0.0452 -0.1686
-0.0925 0.0370 0.3235
0.0600 -0.1115 -0.2011
0.0068 -0.0758 0.2765
0.1636 0.1021 -0.0156
-0.0257 -0.0174 0.0073
0.0841 0.0504 -0.0074
0.1300 -0.0649 0.1478
-0.1313 0.1598 -0.1349
-0.0328 0.0207 0.1200
-0.0520 -0.0032 -0.0788
-0.0098 -0.1018 0.0129
0.0575 0.0442 0.0826
-0.0416 -0.0290 -0.0505
0.1226 -0.0233 0.0282
-0.2172 -0.0307 0.0550
0.1315 0.0620 0.0034
0.0920 0.0212 -0.0306
0.0295 -0.0624 -0.0267
-0.0422 -0.0685 0.0095
-0.0668 0.0081 0.0365
-0.0463 0.0958 0.0498
-0.1578 -0.1045 0.0505
0.0831 0.1499 -0.0560
-0.0413 -0.0870 0.0882
0.0347 0.0283 -0.0326
0.0677 0.0123 0.0869
-0.0346 0.1548 -0.0561
0.0333 -0.1317 -0.0471
-0.0187 -0.1295 0.0636

Löwdin population analysis, charges in e, atoms 1 to 4: 0.057 -0.498 -0.017 -0.208